1.
The following is a DFT calculation (wB97M-V/def2-TZVPD) of an isolated molecule of C4H5N3 in a non-equilibrium geometry.

Each line ends with the Mulliken charge.
Positions of all 12 atoms, in Å:
N  2.603  -1.176  0.912  -0.407
C  1.748  -0.660  0.327  0.003
C  0.638  -0.058  -0.416  0.374
C  -0.651  -0.930  -0.341  -0.558
N  -1.751  0.006  -0.106  -0.523
C  -1.211  1.096  0.264  -0.073
N  0.172  1.213  0.146  -0.336
H  0.966  0.099  -1.452  0.214
H  -0.796  -1.544  -1.231  0.329
H  -0.605  -1.596  0.526  0.315
H  -1.778  1.944  0.635  0.386
H  0.701  1.647  0.890  0.276

Values from the calculation:
LUMO energy (eV): 0.7537
Energy relative to the best compared isomer or geometry (same formula, charge and spin) (kcal per mole): 31.3
HOMO-LUMO gap (eV): 10.312
F_max (eV/A): 1.1
Total charge: 0
SMILES: N#C[C@H]1CN=CN1

=====

2.
The following is a DFT calculation (wB97M-V/def2-TZVPD) of a cluster of 3 separate species, C4H5N3 in total in a non-equilibrium geometry.

Each line ends with the Mulliken charge.
Positions of all 12 atoms, in Å:
C  1.309  -1.264  -0.230  -0.406
N  -0.123  0.169  -0.791  -0.365
C  -0.509  1.103  -0.031  0.325
C  -1.520  2.077  -0.371  -0.093
N  -2.346  2.861  -0.576  -0.284
C  -0.376  -0.616  2.229  -0.176
N  -0.292  -1.419  1.363  -0.552
H  1.977  -0.481  -0.570  0.334
H  0.938  -1.939  -0.990  0.261
H  1.610  -1.737  0.690  0.336
H  -0.549  0.116  -1.717  0.210
H  -0.121  1.129  0.994  0.412

Values from the calculation:
LUMO energy (eV): -1.2962
Energy relative to the best compared isomer or geometry (same formula, charge and spin) (kcal per mole): 156.3
HOMO-LUMO gap (eV): 8.255
F_max (eV/A): 1.2
Total charge: 0

=====

3.
The following is a DFT calculation (wB97M-V/def2-TZVPD) of an isolated molecule of C4H5N3 in a non-equilibrium geometry.

Each line ends with the Mulliken charge.
Positions of all 12 atoms, in Å:
N  2.696  -1.483  0.476  -0.404
C  1.768  -0.907  0.101  0.142
C  0.606  -0.173  -0.398  0.205
C  -0.703  -0.916  -0.626  -0.532
N  -1.669  0.002  -0.596  -0.261
C  -1.235  1.109  -0.020  -0.407
N  0.005  0.670  0.664  -0.211
H  0.883  0.481  -1.248  0.257
H  -0.773  -1.826  -1.195  0.324
H  -0.299  -0.180  1.240  0.362
H  -1.858  1.845  0.478  0.240
H  0.580  1.378  1.123  0.284

Values from the calculation:
LUMO energy (eV): 0.4118
Energy relative to the best compared isomer or geometry (same formula, charge and spin) (kcal per mole): 96.5
HOMO-LUMO gap (eV): 8.082
F_max (eV/A): 1.0
Total charge: 0

=====

4.
The following is a DFT calculation (wB97M-V/def2-TZVPD) of an isolated molecule of C4H5N3O in a non-equilibrium geometry.

Each line ends with the Mulliken charge.
Positions of all 13 atoms, in Å:
H  -1.399  1.680  -0.452  0.324
N  -0.516  1.942  -0.154  -0.779
C  0.169  0.800  -0.004  0.667
O  1.548  0.808  0.129  -0.373
C  1.969  -0.467  0.026  -0.263
C  0.989  -1.375  -0.104  -0.313
N  -0.159  -0.485  0.045  0.530
N  -1.412  -1.007  -0.245  -0.729
C  -2.296  -0.296  0.191  -0.536
H  2.982  -0.545  0.093  0.481
H  0.867  -2.473  0.062  0.325
H  -2.025  0.584  0.787  0.382
H  -3.180  -0.822  0.298  0.284

Values from the calculation:
LUMO energy (eV): 0.8769
Energy relative to the best compared isomer or geometry (same formula, charge and spin) (kcal per mole): 101.2
HOMO-LUMO gap (eV): 9.250
F_max (eV/A): 5.1
Total charge: 0
SMILES: [H]/N=c1/occn1N=C

=====

5.
The following is a DFT calculation (wB97M-V/def2-TZVPD) of a structure of composition C4H5N3O in a non-equilibrium geometry.

Each line ends with the Mulliken charge.
Positions of all 13 atoms, in Å:
C  0.880  -0.657  -0.157  -0.306
C  0.575  0.641  0.462  -0.101
C  0.600  2.233  0.364  -0.172
C  -0.770  0.804  0.275  0.533
H  -1.059  -2.772  0.683  0.303
H  -0.972  -2.861  -1.121  0.262
H  1.882  -1.178  -0.457  0.312
H  1.136  2.846  -0.422  0.253
H  0.754  2.647  1.388  0.215
N  -0.465  -2.608  -0.266  -0.604
N  -0.286  -1.140  -0.510  0.414
N  -1.407  -0.182  -0.296  -0.745
O  -0.867  2.226  0.057  -0.364

Values from the calculation:
LUMO energy (eV): 0.5783
Energy relative to the best compared isomer or geometry (same formula, charge and spin) (kcal per mole): 149.7
HOMO-LUMO gap (eV): 9.641
F_max (eV/A): 5.0
Total charge: 0

=====

6.
The following is a DFT calculation (wB97M-V/def2-TZVPD) of an isolated molecule of C4H5N3O in a non-equilibrium geometry.

Each line ends with the Mulliken charge.
Positions of all 13 atoms, in Å:
H  2.834  0.944  0.093  0.275
N  2.453  -0.092  0.250  -0.601
C  1.101  -0.172  -0.171  0.226
C  0.510  -1.688  -0.005  -0.199
C  -0.863  -1.529  -0.023  -0.332
C  -1.132  -0.174  -0.032  0.454
O  -2.225  0.313  0.177  -0.536
N  0.054  0.639  -0.596  -0.082
N  0.157  2.101  0.135  -0.518
H  0.967  -2.610  0.076  0.450
H  -1.503  -2.470  0.490  0.249
H  -0.143  1.930  1.238  0.295
H  -0.708  2.537  -0.448  0.320

Values from the calculation:
LUMO energy (eV): -0.6628
Energy relative to the best compared isomer or geometry (same formula, charge and spin) (kcal per mole): 129.4
HOMO-LUMO gap (eV): 9.159
F_max (eV/A): 7.5
Total charge: 0
SMILES: [H]/N=C1/C=CC(=O)N1N